1.
An isolated molecule of C4H8N4 at a distorted geometry, computed with ωB97M-V/def2-TZVPD.

Properties
Spin multiplicity ... 1
ΔE to the lowest compared entry with this formula, charge and spin ... 354.6 kJ/mol
LUMO ... 1.0726 eV
SMILES string ... N/N=C1\NC[C@H]2CN12
Orbital gap ... 9.55 eV
HOMO ... -8.474 eV

Atoms and positions in Å:
N (2.450, 1.177, -0.967)
N (1.622, 1.237, 0.100)
C (0.558, 0.538, 0.124)
N (0.240, -0.567, -0.831)
C (-1.204, -0.734, -0.856)
C (-1.591, -0.270, 0.456)
C (-0.929, -0.555, 1.714)
N (-0.537, 0.609, 1.057)
H (3.177, 0.423, -0.650)
H (3.039, 2.006, -0.951)
H (0.682, -0.185, -1.587)
H (-1.780, -0.216, -1.537)
H (-1.378, -1.815, -0.843)
H (-2.623, -0.050, 0.467)
H (-0.206, -1.406, 1.706)
H (-1.521, -0.194, 2.597)

2.
A 15-piece molecular cluster, C60H105N15 overall at a distorted geometry, computed with ωB97M-V/def2-TZVPD.

Properties
Spin multiplicity ... 1
ΔE to the lowest compared entry with this formula, charge and spin ... 416.8 kJ/mol
LUMO ... 0.3823 eV
Orbital gap ... 11.50 eV
HOMO ... -11.114 eV

Atoms and positions in Å:
C (13.764, 13.692, 9.687)
C (13.124, 13.011, 8.473)
C (13.755, 11.588, 8.275)
C (15.155, 11.690, 7.872)
N (16.267, 11.988, 7.651)
H (14.855, 13.858, 9.671)
H (13.584, 13.147, 10.578)
H (13.283, 14.665, 9.805)
H (13.225, 13.572, 7.501)
H (12.076, 12.743, 8.686)
H (13.144, 11.083, 7.482)
H (13.685, 11.043, 9.172)
C (20.375, 16.431, 20.425)
C (20.768, 16.355, 18.963)
C (19.653, 15.696, 18.029)
C (18.590, 16.626, 17.820)
N (17.797, 17.395, 17.634)
H (19.301, 16.601, 20.474)
H (20.923, 17.227, 20.972)
H (20.505, 15.504, 21.022)
H (21.733, 15.829, 18.774)
H (20.867, 17.336, 18.566)
H (19.320, 14.789, 18.427)
H (20.072, 15.621, 17.037)
C (13.083, 20.450, 18.044)
C (14.442, 20.080, 18.536)
C (14.728, 18.536, 18.402)
C (14.340, 18.158, 17.037)
N (14.057, 17.879, 15.952)
H (12.920, 21.538, 18.034)
H (12.240, 20.043, 18.553)
H (13.056, 20.143, 16.972)
H (14.468, 20.295, 19.588)
H (15.129, 20.753, 18.065)
H (14.055, 18.027, 19.156)
H (15.802, 18.273, 18.504)
C (15.827, 11.548, 12.278)
C (16.188, 10.082, 12.227)
C (17.663, 9.823, 12.514)
C (17.988, 10.052, 13.924)
N (18.247, 10.068, 15.028)
H (16.399, 12.064, 13.024)
H (14.705, 11.597, 12.456)
H (16.062, 12.062, 11.342)
H (15.920, 9.664, 11.229)
H (15.639, 9.474, 12.984)
H (18.291, 10.515, 11.889)
H (18.042, 8.827, 12.327)
C (19.777, 13.732, 14.448)
C (21.292, 13.760, 14.288)
C (21.950, 15.030, 13.779)
C (21.640, 16.171, 14.662)
N (21.446, 17.022, 15.442)
H (19.389, 12.724, 14.667)
H (19.363, 14.228, 13.600)
H (19.359, 14.336, 15.201)
H (21.556, 12.954, 13.641)
H (21.686, 13.473, 15.209)
H (21.519, 15.196, 12.770)
H (23.010, 14.997, 13.591)
C (11.229, 20.646, 12.736)
C (12.604, 20.196, 13.237)
C (13.254, 19.122, 12.310)
C (12.465, 18.000, 11.780)
N (11.922, 17.186, 11.223)
H (11.357, 21.140, 11.762)
H (10.785, 21.384, 13.414)
H (10.490, 19.909, 12.773)
H (12.518, 19.818, 14.254)
H (13.279, 21.036, 13.245)
H (14.140, 18.657, 12.731)
H (13.615, 19.588, 11.355)
C (16.906, 16.318, 7.032)
C (15.773, 15.827, 7.989)
C (14.700, 16.872, 8.385)
C (15.047, 17.612, 9.592)
N (15.543, 18.085, 10.497)
H (17.498, 15.526, 6.703)
H (17.638, 16.914, 7.655)
H (16.524, 16.922, 6.155)
H (16.201, 15.346, 8.881)
H (15.375, 14.947, 7.561)
H (13.727, 16.353, 8.435)
H (14.569, 17.601, 7.600)
C (20.737, 12.759, 10.915)
C (20.649, 12.636, 9.380)
C (19.250, 12.044, 8.908)
C (19.128, 10.586, 9.375)
N (19.166, 9.447, 9.517)
H (20.656, 11.783, 11.355)
H (19.809, 13.305, 11.254)
H (21.719, 13.244, 11.155)
H (21.427, 11.991, 8.946)
H (20.799, 13.623, 8.891)
H (19.147, 11.980, 7.834)
H (18.441, 12.648, 9.372)
C (17.836, 20.556, 9.803)
C (16.546, 21.159, 10.300)
C (16.517, 21.241, 11.899)
C (17.673, 22.048, 12.376)
N (18.376, 22.908, 12.662)
H (17.911, 20.794, 8.705)
H (17.877, 19.476, 10.031)
H (18.780, 20.982, 10.252)
H (15.740, 20.402, 10.057)
H (16.371, 22.125, 9.918)
H (16.593, 20.240, 12.323)
H (15.611, 21.687, 12.367)
C (17.683, 20.409, 15.402)
C (19.110, 20.327, 15.815)
C (20.155, 20.872, 14.861)
C (20.185, 19.900, 13.740)
N (20.145, 19.202, 12.832)
H (17.421, 21.436, 15.085)
H (17.079, 19.941, 16.220)
H (17.522, 19.854, 14.520)
H (19.270, 19.211, 16.021)
H (19.252, 20.866, 16.752)
H (21.104, 20.868, 15.355)
H (19.914, 21.834, 14.432)
C (17.755, 10.889, 20.867)
C (17.887, 9.734, 19.898)
C (17.848, 10.141, 18.407)
C (18.827, 11.272, 18.184)
N (19.547, 12.154, 18.094)
H (18.373, 11.732, 20.722)
H (17.813, 10.512, 21.867)
H (16.767, 11.289, 20.727)
H (17.031, 9.033, 20.110)
H (18.775, 9.164, 20.076)
H (16.913, 10.517, 18.083)
H (18.177, 9.368, 17.701)
C (15.717, 15.734, 13.228)
C (16.830, 16.533, 13.947)
C (17.946, 17.064, 13.039)
C (18.193, 16.112, 11.888)
N (18.311, 15.383, 10.998)
H (14.886, 15.534, 13.904)
H (16.209, 14.865, 12.821)
H (15.428, 16.271, 12.304)
H (17.274, 15.918, 14.780)
H (16.388, 17.421, 14.371)
H (18.915, 17.256, 13.521)
H (17.663, 18.000, 12.609)
C (21.123, 16.867, 7.952)
C (20.776, 17.320, 9.348)
C (22.031, 17.855, 10.206)
C (22.937, 16.740, 10.578)
N (23.569, 15.760, 10.714)
H (20.178, 16.570, 7.435)
H (21.819, 16.051, 7.977)
H (21.625, 17.721, 7.473)
H (20.490, 16.428, 9.965)
H (19.932, 18.070, 9.307)
H (21.607, 18.172, 11.253)
H (22.513, 18.758, 9.802)
C (12.020, 14.825, 15.430)
C (11.060, 15.836, 14.756)
C (10.747, 17.061, 15.655)
C (10.616, 16.759, 17.133)
N (10.744, 16.578, 18.274)
H (12.408, 14.102, 14.678)
H (11.446, 14.263, 16.164)
H (12.889, 15.421, 15.779)
H (10.115, 15.370, 14.488)
H (11.544, 16.146, 13.832)
H (9.812, 17.450, 15.383)
H (11.448, 17.869, 15.516)
C (15.543, 11.806, 15.843)
C (16.319, 13.101, 15.735)
C (15.806, 14.163, 16.710)
C (15.405, 13.600, 17.977)
N (15.278, 13.194, 19.048)
H (15.641, 11.372, 16.838)
H (16.050, 11.030, 15.254)
H (14.545, 11.992, 15.606)
H (16.384, 13.488, 14.731)
H (17.382, 12.860, 16.032)
H (15.007, 14.765, 16.327)
H (16.578, 14.886, 16.968)

3.
C6H9FeO6P as an isolated structure at a distorted geometry, computed with ωB97M-V/def2-TZVPD.

Properties
Spin multiplicity ... 5
Net charge ... +2
LUMO (spin up / spin down) ... -9.8294 / -12.2761 eV
⟨S²⟩ ... 6.03
Orbital gap (spin up / spin down) ... 8.37 / 5.88 eV
HOMO (spin up / spin down) ... -18.202 / -18.153 eV

Atoms and positions in Å:
O (0.001, 2.296, -3.458)
C (0.001, 1.669, -2.513)
Fe (0.000, 0.000, 0.000)
C (1.561, -0.753, -0.498)
C (-1.562, -0.750, -0.499)
O (2.556, -1.233, -0.815)
O (-2.557, -1.229, -0.817)
C (-1.339, 1.392, 4.218)
O (-0.376, 0.393, 3.994)
P (-0.196, 0.245, 2.307)
O (1.490, 0.089, 2.499)
C (2.029, 1.384, 2.585)
O (-1.227, -1.112, 2.349)
C (-0.428, -2.266, 2.384)
H (-2.322, 1.118, 3.770)
H (-0.985, 2.382, 3.856)
H (-1.503, 1.480, 5.311)
H (1.842, 1.965, 1.655)
H (1.659, 1.920, 3.487)
H (3.128, 1.294, 2.701)
H (0.172, -2.314, 3.320)
H (-1.096, -3.151, 2.380)
H (0.212, -2.345, 1.479)

4.
C50H60AsBrN2O8SeSn as an isolated structure, computed with ωB97M-V/def2-TZVPD.

Properties
Spin multiplicity ... 1
ΔE to the lowest compared entry with this formula, charge and spin ... 11.6 kJ/mol
Net charge ... -2
LUMO ... 3.9437 eV
Orbital gap ... 6.02 eV
HOMO ... -2.073 eV

Atoms and positions in Å:
Sn (0.531, 0.938, -0.948)
C (-5.781, -1.734, 4.452)
C (-4.520, -0.870, 4.608)
C (-4.954, 0.523, 5.065)
C (-3.636, -1.472, 5.711)
C (-3.752, -0.823, 3.288)
C (-3.491, 0.352, 2.597)
C (-2.773, 0.314, 1.421)
Br (-2.390, 1.982, 0.560)
C (-2.248, -0.860, 0.813)
O (-1.544, -0.802, -0.250)
C (-2.545, -2.073, 1.531)
C (-3.257, -2.000, 2.719)
C (-2.029, -3.462, 1.105)
C (-0.941, -3.901, 2.101)
C (-1.422, -3.547, -0.302)
C (-3.181, -4.484, 1.139)
H (-6.338, -1.786, 5.396)
H (-5.525, -2.751, 4.150)
H (-6.436, -1.314, 3.684)
H (-5.490, 0.449, 6.016)
H (-5.620, 0.991, 4.336)
H (-4.093, 1.178, 5.211)
H (-4.177, -1.515, 6.663)
H (-2.736, -0.868, 5.847)
H (-3.319, -2.485, 5.454)
H (-3.825, 1.314, 2.966)
H (-3.427, -2.927, 3.259)
H (-0.101, -3.202, 2.069)
H (-0.569, -4.899, 1.842)
H (-1.323, -3.925, 3.126)
H (-0.553, -2.905, -0.409)
H (-2.139, -3.260, -1.073)
H (-1.114, -4.584, -0.486)
H (-3.606, -4.615, 2.137)
H (-2.815, -5.460, 0.802)
H (-3.984, -4.169, 0.468)
O (2.846, -0.556, 1.351)
H (2.973, -0.202, 0.459)
H (2.071, -0.076, 1.688)
O (-0.878, -1.494, -2.868)
H (-1.253, -1.364, -1.971)
H (-1.063, -0.664, -3.324)
O (4.220, 1.239, -3.154)
C (3.314, 1.571, -2.402)
O (2.657, 0.765, -1.617)
H (3.031, 2.634, -2.319)
C (-0.642, 3.913, 3.645)
C (0.677, 3.289, 4.087)
C (1.736, 3.255, 2.974)
C (3.035, 2.621, 3.522)
C (4.165, 2.532, 2.500)
C (2.058, 4.671, 2.554)
O (2.385, 5.538, 3.347)
N (1.997, 4.920, 1.218)
C (1.646, 4.015, 0.192)
O (1.707, 4.427, -0.950)
N (1.248, 2.768, 0.547)
C (1.241, 2.357, 1.835)
O (0.915, 1.208, 2.130)
H (-1.363, 3.913, 4.466)
H (-1.084, 3.354, 2.818)
H (-0.504, 4.951, 3.328)
H (0.517, 2.259, 4.405)
H (1.102, 3.846, 4.925)
H (2.771, 1.622, 3.872)
H (3.344, 3.215, 4.385)
H (3.890, 1.897, 1.656)
H (5.055, 2.094, 2.955)
H (4.439, 3.520, 2.119)
H (2.245, 5.846, 0.900)
C (6.963, -2.200, -0.759)
C (6.093, -2.695, 0.204)
C (4.727, -2.708, -0.036)
C (4.216, -2.250, -1.248)
C (5.089, -1.734, -2.200)
C (6.457, -1.711, -1.955)
As (2.271, -2.243, -1.499)
C (1.989, -4.176, -1.479)
C (1.893, -5.001, -0.368)
C (1.583, -6.346, -0.527)
C (1.343, -6.857, -1.798)
C (1.418, -6.032, -2.911)
C (1.745, -4.687, -2.760)
C (1.857, -3.694, -3.848)
C (1.663, -3.945, -5.203)
C (1.796, -2.913, -6.122)
C (2.118, -1.629, -5.697)
C (2.305, -1.365, -4.346)
C (2.181, -2.398, -3.428)
H (8.030, -2.177, -0.569)
H (6.476, -3.054, 1.153)
H (4.051, -3.052, 0.739)
H (4.705, -1.314, -3.121)
H (7.124, -1.291, -2.698)
H (2.040, -4.596, 0.627)
H (1.508, -6.991, 0.340)
H (1.084, -7.902, -1.919)
H (1.214, -6.438, -3.895)
H (1.402, -4.940, -5.546)
H (1.639, -3.109, -7.176)
H (2.211, -0.826, -6.417)
H (2.553, -0.363, -4.013)
C (-4.025, 6.855, -2.857)
C (-3.114, 5.668, -3.033)
C (-3.597, 4.370, -2.961)
C (-2.763, 3.263, -3.111)
C (-3.360, 1.880, -3.098)
C (-1.391, 3.460, -3.312)
Se (-0.222, 1.938, -3.487)
C (-0.890, 4.766, -3.442)
C (0.555, 5.020, -3.776)
C (-1.758, 5.843, -3.292)
H (-5.037, 6.536, -2.598)
H (-4.086, 7.453, -3.771)
H (-3.667, 7.512, -2.061)
H (-4.656, 4.204, -2.784)
H (-4.433, 1.924, -2.899)
H (-2.892, 1.242, -2.350)
H (-3.199, 1.394, -4.063)
H (1.209, 4.558, -3.039)
H (0.761, 6.092, -3.810)
H (0.802, 4.579, -4.745)
H (-1.358, 6.849, -3.379)

Q: Which value of spin multiplicity does entry 2 give?
A: 1